{
  "formula": "C47H36FeN3O4S2",
  "method": "the ωB97M-V functional and the def2-TZVPD basis",
  "total_charge": 2,
  "homo_lumo_gap_ev": [5.03, 5.66],
  "s_squared": 0.799,
  "spin_multiplicity": 2,
  "symbols": ["Fe", "S", "S", "O", "O", "O", "O", "N", "N", "N", "C", "C", "C", "C", "C", "C", "C", "C", "C", "C", "C", "C", "C", "C", "C", "C", "C", "C", "C", "C", "C", "C", "C", "C", "C", "C", "C", "C", "C", "C", "C", "C", "C", "C", "C", "C", "C", "C", "C", "C", "C", "C", "C", "C", "C", "C", "C", "H", "H", "H", "H", "H", "H", "H", "H", "H", "H", "H", "H", "H", "H", "H", "H", "H", "H", "H", "H", "H", "H", "H", "H", "H", "H", "H", "H", "H", "H", "H", "H", "H", "H", "H", "H"],
  "positions_angstrom": [[2.257, 0.402, 0.906], [1.143, -0.824, -1.653], [-0.748, 0.167, 1.898], [3.141, 2.191, 1.165], [0.239, 0.846, 0.949], [2.165, 0.134, -1.033], [3.318, 3.497, 5.206], [2.775, 1.584, 3.367], [2.089, -1.761, 1.549], [2.434, 0.523, 2.816], [-4.022, 1.795, 3.383], [1.451, -1.935, -5.490], [3.668, -1.655, -4.621], [-3.873, 2.237, -2.458], [1.777, -1.121, -3.269], [-2.871, 1.052, 3.194], [-0.328, 1.194, -2.822], [1.330, -4.054, 3.019], [3.189, 2.517, 2.365], [-3.720, 2.820, 1.231], [4.206, 5.488, 4.424], [-1.205, -5.378, -2.048], [0.915, -1.486, -4.293], [1.065, -3.981, 1.559], [4.176, 4.646, 1.771], [1.701, -2.963, 3.688], [3.410, -2.561, -6.958], [-0.336, 0.063, -1.980], [-0.553, -3.753, 1.317], [-1.178, -1.362, 1.044], [-2.661, 0.366, -1.469], [-5.025, 1.799, -1.874], [-1.473, 1.916, -2.957], [-2.663, 1.517, -2.297], [-2.170, 1.183, 1.993], [-1.902, -3.087, -2.179], [-2.569, 2.082, 1.018], [2.136, -0.548, 3.599], [4.649, 5.882, 2.070], [1.800, -2.855, 0.933], [-0.923, -3.930, -0.136], [1.926, -1.737, 2.959], [-1.445, -0.334, -1.268], [-3.876, -0.073, -0.884], [2.828, -2.044, -5.667], [-1.421, -2.849, -0.882], [-0.792, -5.175, -0.741], [-1.803, -4.337, -2.753], [3.722, 4.214, 4.145], [3.687, 3.779, 2.789], [-0.927, -2.435, 1.862], [4.653, 6.305, 3.412], [-4.471, 2.680, 2.397], [-1.390, -1.502, -0.333], [-5.030, 0.618, -1.093], [3.156, -1.204, -3.417], [-5.728, 3.479, 2.615], [3.966, -1.774, -7.471], [2.110, -0.445, 4.676], [-5.958, 0.269, -0.658], [5.025, 7.293, 3.659], [4.161, 4.289, 0.750], [-6.554, 2.826, 2.898], [4.107, -3.377, -6.766], [4.743, -1.712, -4.753], [2.633, -2.919, -7.630], [0.579, 1.468, -3.351], [-6.014, 4.035, 1.723], [-2.510, 0.385, 3.971], [-1.494, 2.793, -3.595], [5.011, 6.537, 1.288], [-2.376, -2.277, -2.722], [-3.873, 3.131, -3.071], [-5.947, 2.351, -2.015], [-1.014, -4.556, 1.895], [0.787, -2.202, -6.304], [-0.161, -1.412, -4.164], [3.025, 2.624, 4.924], [-0.396, -6.011, -0.171], [-4.572, 1.710, 4.314], [-0.840, -2.280, 2.932], [1.154, -4.997, 3.527], [-1.084, -6.352, -2.506], [-4.041, 3.525, 0.473], [-3.880, -0.972, -0.277], [-2.191, -4.509, -3.750], [-1.976, 2.229, 0.122], [-5.588, 4.193, 3.430], [1.846, -2.964, 4.763], [1.302, -4.917, 1.058], [3.812, -0.887, -2.616], [4.220, 5.808, 5.459], [2.087, -2.934, -0.112]]
}

---

{
  "formula": "C47H37AsN5P2S4Se2Tc",
  "method": "the ωB97M-V functional and the def2-TZVPD basis",
  "homo_lumo_gap_ev": 5.54,
  "symbols": ["Tc", "Se", "Se", "As", "S", "S", "S", "S", "P", "P", "N", "N", "N", "N", "N", "C", "C", "C", "C", "C", "C", "C", "C", "C", "C", "C", "C", "C", "C", "C", "C", "C", "C", "C", "C", "C", "C", "C", "C", "C", "C", "C", "C", "C", "C", "C", "C", "C", "C", "C", "C", "C", "C", "C", "C", "C", "C", "C", "C", "C", "C", "C", "H", "H", "H", "H", "H", "H", "H", "H", "H", "H", "H", "H", "H", "H", "H", "H", "H", "H", "H", "H", "H", "H", "H", "H", "H", "H", "H", "H", "H", "H", "H", "H", "H", "H", "H", "H", "H"],
  "positions_angstrom": [[0.929, -0.644, -1.278], [-3.123, 0.050, 4.509], [-1.714, -0.202, -1.555], [2.621, -3.390, -0.729], [3.008, -1.137, -0.830], [3.330, -4.168, -2.499], [0.444, -2.746, -1.030], [2.893, -4.180, 1.138], [-1.036, 0.266, 4.362], [-2.198, -0.504, 0.521], [0.990, 0.688, 2.621], [0.402, 0.096, 0.636], [1.565, 1.574, -1.478], [-0.044, 3.274, -0.830], [1.419, 0.550, 1.412], [5.136, 2.467, -0.945], [-2.848, -2.593, 2.233], [0.830, -2.228, 6.987], [3.195, -0.941, -8.045], [0.924, -3.272, 4.819], [-3.315, -4.831, 1.484], [-3.304, 1.939, 1.174], [-1.209, -0.654, -4.739], [0.822, -0.461, -3.341], [-5.886, 0.924, 1.351], [-0.316, 0.304, 2.686], [-3.115, -4.440, 0.169], [-0.836, 3.941, 6.121], [0.177, -1.134, 6.438], [-2.777, -3.126, -0.125], [2.952, 1.928, -1.741], [-4.829, 0.072, 1.063], [-2.268, -0.115, -5.458], [0.770, 2.438, -1.092], [-2.642, -2.200, 0.908], [-2.443, 1.262, -5.520], [3.787, -1.758, -7.092], [1.612, -0.163, -6.396], [-1.305, 2.776, 5.522], [-0.492, 1.553, -4.139], [4.738, 2.191, -3.301], [-5.652, 2.276, 1.552], [-0.101, -1.104, 5.073], [3.299, -1.767, -5.794], [1.858, -1.019, -3.990], [0.272, -2.179, 4.267], [1.202, -3.296, 6.179], [-0.311, 0.175, -4.071], [1.412, 3.086, 6.029], [-0.706, -0.038, 1.408], [-0.414, 1.765, 5.174], [0.950, 1.926, 5.429], [-3.181, -3.909, 2.515], [3.398, 1.924, -3.051], [-1.549, 2.095, -4.860], [3.799, 2.194, -0.680], [2.209, -0.973, -5.427], [-4.361, 2.785, 1.457], [2.107, -0.146, -7.692], [0.519, 4.095, 6.374], [-3.538, 0.579, 0.991], [5.608, 2.463, -2.251], [0.883, 4.998, 6.849], [6.653, 2.663, -2.451], [1.053, -2.245, 8.047], [1.715, -4.147, 6.610], [1.638, 0.492, -8.430], [-2.765, -1.874, 3.040], [1.648, 1.146, 5.156], [3.752, -2.403, -5.040], [-6.892, 0.530, 1.420], [0.762, 0.462, -6.148], [-2.956, -0.775, -5.972], [0.078, -2.162, 3.202], [-1.533, 4.723, 6.395], [-0.119, -0.306, 7.072], [-2.293, 2.323, 1.120], [5.811, 2.670, -0.124], [-3.335, -4.212, 3.543], [0.207, 2.211, -3.642], [4.630, -2.386, -7.353], [-3.212, -5.159, -0.633], [-0.261, 3.604, 0.098], [1.228, -4.093, 4.182], [3.419, 2.144, 0.333], [-5.010, -0.987, 0.919], [-2.606, -2.821, -1.148], [-3.270, 1.682, -6.078], [-4.182, 3.840, 1.613], [-2.363, 2.635, 5.333], [2.470, 3.205, 6.224], [2.584, -1.584, -3.427], [-3.574, -5.858, 1.707], [-1.673, 3.170, -4.903], [2.711, 1.708, -3.860], [-6.477, 2.937, 1.787], [5.102, 2.176, -4.321], [3.579, -0.918, -9.058], [-1.066, -1.728, -4.688]]
}

---

{
  "formula": "C47H37N4O10P2",
  "method": "the ωB97M-V functional and the def2-TZVPD basis",
  "total_charge": 1,
  "homo_lumo_gap_ev": 6.58,
  "symbols": ["P", "P", "O", "O", "O", "O", "O", "O", "O", "O", "O", "O", "N", "N", "N", "N", "C", "C", "C", "C", "C", "C", "C", "C", "C", "C", "C", "C", "C", "C", "C", "C", "C", "C", "C", "C", "C", "C", "C", "C", "C", "C", "C", "C", "C", "C", "C", "C", "C", "C", "C", "C", "C", "C", "C", "C", "C", "C", "C", "C", "C", "C", "C", "H", "H", "H", "H", "H", "H", "H", "H", "H", "H", "H", "H", "H", "H", "H", "H", "H", "H", "H", "H", "H", "H", "H", "H", "H", "H", "H", "H", "H", "H", "H", "H", "H", "H", "H", "H", "H"],
  "positions_angstrom": [[5.716, 2.818, -2.585], [9.762, 1.889, -4.125], [4.114, 2.136, -2.499], [-6.051, 2.827, -4.919], [-3.127, -0.869, -1.350], [12.049, 5.557, -1.083], [-1.602, -6.376, 5.019], [-5.169, -7.852, 8.707], [2.022, -0.743, 0.060], [-6.971, 6.080, -0.787], [6.312, 3.001, -4.248], [5.787, 4.268, -1.885], [10.476, 3.698, -2.288], [9.493, 2.771, -2.599], [8.737, 3.758, -0.504], [10.892, 5.283, -0.403], [-5.116, 1.446, -1.074], [-2.865, -3.510, 7.801], [-2.325, -2.589, 0.703], [-4.328, -5.187, 8.742], [-2.400, -4.437, 6.868], [-4.037, -10.670, 5.821], [-5.967, 3.132, -2.593], [-4.432, -9.768, 6.810], [-5.855, 3.582, -0.217], [-5.320, 2.312, 0.001], [-7.170, 5.724, -3.099], [-3.006, -8.071, 5.838], [10.068, 4.333, -0.977], [-1.940, -0.860, -1.045], [-3.922, -8.462, 6.813], [-7.799, 6.957, -3.308], [-6.788, 5.321, -1.731], [-6.905, 4.886, -4.182], [-1.852, -3.445, 1.698], [-0.497, -3.449, 2.030], [-3.136, -10.272, 4.834], [0.784, 1.708, -3.104], [0.384, -2.584, 1.380], [-4.373, -7.505, 7.842], [-7.862, 6.527, -5.685], [-2.440, -6.707, 5.848], [-0.990, 0.016, -1.760], [-5.434, 1.855, -2.370], [-0.552, 1.646, -3.498], [1.237, 0.919, -2.045], [-0.089, -1.719, 0.385], [-3.835, -3.881, 8.732], [-6.287, 3.562, -3.968], [-2.616, -8.976, 4.843], [-1.441, 0.805, -2.826], [8.389, 2.725, -1.566], [10.174, 3.142, -5.539], [-7.241, 5.294, -5.480], [7.061, 1.731, -1.690], [-6.189, 3.989, -1.516], [-1.439, -1.732, 0.037], [-8.149, 7.354, -4.600], [0.846, -0.794, -0.284], [-3.859, -6.121, 7.812], [0.350, 0.064, -1.379], [11.444, 0.951, -3.830], [-2.907, -5.743, 6.866], [-4.437, -11.681, 5.819], [5.764, 3.746, -4.636], [7.315, 0.781, -2.359], [-2.483, 0.765, -3.138], [11.614, 0.136, -4.678], [2.283, 0.969, -1.746], [11.310, 3.824, -2.902], [10.629, 5.749, 0.501], [-5.270, 1.175, -3.204], [-5.065, 1.996, 1.010], [-8.644, 8.309, -4.759], [-3.382, -2.596, 0.445], [11.115, 3.790, -5.251], [9.246, 3.802, -5.830], [-1.646, -4.138, 6.141], [10.455, 2.490, -6.497], [-6.016, 4.250, 0.627], [-5.082, -5.471, 9.475], [11.700, 6.041, -1.912], [12.301, 1.757, -3.798], [1.439, -2.589, 1.648], [11.323, 0.456, -2.760], [1.475, 2.369, -3.623], [-1.911, -8.675, 4.070], [3.564, 2.816, -2.010], [-0.126, -4.125, 2.797], [-0.903, 2.254, -4.329], [-2.836, -10.973, 4.057], [-2.473, -2.495, 7.799], [-4.206, -3.155, 9.451], [-8.126, 6.840, -6.693], [-5.140, -10.083, 7.575], [-4.708, 0.453, -0.903], [-2.540, -4.113, 2.212], [-8.022, 7.610, -2.466], [-7.025, 4.651, -6.331], [6.693, 1.323, -0.654]]
}